ORCA calculation (ωB97M-V with the def2-TZVPD basis set) on C5H11NO in the gas phase in a non-equilibrium geometry.

Last column: natural (NBO) charge in e.
Cartesian coordinates (Å):
N -1.23006 0.51447 0.53351  -0.6566
C -0.41604 0.31694 1.72773  -0.2137
C 1.06607 0.14788 1.37892  -0.4401
C 1.18614 0.25032 -0.14298  -0.4262
C -0.29003 0.41209 -0.66221  -0.0666
C -0.76582 -0.89007 -1.44968  -0.0746
O -0.33108 -0.86184 -2.77832  -0.7198
H -1.83368 1.35276 0.57341  0.3748
H -0.83323 -0.64611 2.21941  0.1776
H -0.48693 1.16331 2.53097  0.1815
H 1.41094 -0.82132 1.74345  0.2147
H 1.58153 0.88739 1.98101  0.2158
H 1.80701 1.09365 -0.55129  0.2165
H 1.59537 -0.63957 -0.70938  0.1999
H -0.45337 1.33342 -1.12224  0.1972
H -0.71769 -1.82045 -0.86662  0.1713
H -1.87482 -0.75879 -1.50819  0.1838
H 0.58567 -1.03409 -2.89751  0.4645

- HOMO (eV) = -8.53
- charge = 0
- total energy (a.u.) = -327.051075
- orbital gap (eV) = 9.5
- SMILES = OC[C@@H]1CCCN1
- relative energy (zero: lowest compared OMol25 entry of this formula, charge and spin) (kJ/mol) = 210.8